Record 1
The following is a quantum chemistry calculation of C27H54BeNO21 as an isolated structure at a distorted geometry, from OMol25.

The geometry in ORCA input format:
```
! RIJCOSX wB97M-V def2-TZVPD def2/J DEFGRID3
* xyz 1 1
Be -5.716 6.050 -8.668
N -3.443 4.576 -10.035
O -4.074 4.095 -9.079
O -3.855 5.686 -10.438
O -2.503 4.013 -10.555
C -2.835 0.806 -12.395
C -1.553 0.663 -13.160
C -1.573 -0.793 -13.587
O -2.514 -1.459 -12.732
C -3.017 -0.570 -11.750
H -3.618 0.929 -13.147
H -2.824 1.636 -11.687
H -0.751 0.882 -12.450
H -1.439 1.444 -13.912
H -0.582 -1.232 -13.467
H -1.828 -0.845 -14.646
H -2.476 -0.648 -10.802
H -4.075 -0.660 -11.500
C 0.781 4.177 -11.967
C 1.997 4.770 -12.632
C 1.936 6.247 -12.337
O 1.313 6.285 -11.041
C 0.428 5.172 -10.831
H 1.112 3.201 -11.613
H -0.059 4.046 -12.650
H 2.108 4.676 -13.715
H 2.910 4.296 -12.267
H 1.221 6.834 -12.924
H 2.861 6.822 -12.378
H -0.575 5.578 -10.969
H 0.619 4.714 -9.861
C -2.009 8.313 -14.068
C -1.989 7.135 -13.062
C -2.933 6.088 -13.578
O -3.045 6.396 -14.963
C -2.802 7.804 -15.282
H -0.971 8.567 -14.278
H -2.504 9.160 -13.594
H -2.330 7.401 -12.058
H -1.046 6.639 -12.827
H -3.918 6.170 -13.109
H -2.554 5.068 -13.542
H -3.715 8.368 -15.475
H -2.212 7.737 -16.195
C -2.595 3.679 -6.247
O -3.286 4.193 -5.127
C -4.525 4.639 -5.270
O -5.019 4.783 -6.384
O -5.019 4.922 -4.096
C -6.174 5.769 -4.077
H -2.048 4.446 -6.795
H -3.185 3.114 -6.968
H -1.852 2.979 -5.867
H -5.946 6.813 -4.289
H -6.735 5.608 -3.162
H -6.840 5.504 -4.901
C -1.444 6.865 -8.535
O -1.865 7.937 -7.653
C -3.146 8.151 -7.359
O -4.053 7.403 -7.709
O -3.216 9.248 -6.597
C -4.552 9.636 -6.228
H -1.879 5.909 -8.250
H -0.391 6.854 -8.259
H -1.594 7.138 -9.576
H -4.928 9.034 -5.400
H -5.238 9.555 -7.070
H -4.492 10.650 -5.839
C 1.421 0.635 -5.385
O 0.556 0.382 -6.506
C 0.450 1.350 -7.449
O 0.987 2.444 -7.368
O -0.356 0.930 -8.387
C -0.494 1.754 -9.553
H 2.402 0.985 -5.705
H 1.568 -0.332 -4.908
H 1.041 1.325 -4.633
H -1.343 1.358 -10.106
H 0.329 1.723 -10.266
H -0.647 2.781 -9.226
C -6.354 4.152 -14.147
O -6.459 4.777 -12.904
C -6.371 4.210 -11.702
O -6.574 4.869 -10.700
O -6.053 2.929 -11.785
C -6.015 2.167 -10.580
H -5.841 4.810 -14.847
H -7.293 3.866 -14.624
H -5.786 3.220 -14.126
H -5.079 2.167 -10.021
H -6.224 1.104 -10.686
H -6.751 2.551 -9.873
C -7.256 7.854 -12.692
O -5.987 8.487 -12.565
C -5.316 8.487 -11.413
O -5.550 7.878 -10.389
O -4.296 9.336 -11.570
C -3.546 9.644 -10.364
H -7.910 8.403 -12.012
H -7.263 6.799 -12.433
H -7.620 7.999 -13.706
H -3.132 10.624 -10.598
H -2.725 8.949 -10.203
H -4.172 9.797 -9.487
*
```

Calculated values
- E_HOMO: -0.4078 hartree
- DFT total energy: -2710.2184 Ha
- ΔE to the lowest compared entry with this formula, charge and spin: 0.00 kcal/mol

---

Record 2
The following is a quantum chemistry calculation of a 14-piece molecular cluster, C24H70IN4O16 overall at a distorted geometry, from OMol25.

The geometry in ORCA input format:
```
! RIJCOSX wB97M-V def2-TZVPD def2/J DEFGRID3
* xyz 1 1
C 0.766 -4.825 -2.958
C 0.087 -4.009 -2.426
N -0.755 -3.100 -1.853
C -1.952 -2.744 -2.652
C -1.779 -1.683 -3.735
C -0.648 -1.933 -4.717
I -3.633 -1.711 -4.859
C -0.101 -2.071 -1.154
N 0.407 -0.937 -1.766
C 0.161 0.326 -1.040
C -1.255 0.475 -0.561
O -1.672 -0.016 0.459
O -2.008 1.246 -1.360
C -3.310 1.513 -0.845
C -4.351 0.570 -1.328
O -3.472 2.435 -0.128
N 0.043 -2.227 0.113
C -0.391 -3.411 0.909
N -0.208 -3.176 2.316
H 1.226 -5.625 -3.493
H -2.280 -3.664 -3.126
H -2.748 -2.444 -1.975
H -1.720 -0.672 -3.352
H -0.824 -2.801 -5.345
H -0.523 -1.062 -5.354
H 0.284 -2.057 -4.174
H 1.399 -1.048 -1.973
H 0.801 0.377 -0.152
H 0.429 1.173 -1.661
H -5.326 0.931 -1.030
H -4.171 -0.396 -0.860
H -4.276 0.485 -2.409
H 0.511 -1.506 0.658
H -1.435 -3.625 0.724
H 0.254 -4.236 0.622
H 0.689 -2.722 2.480
H -0.907 -2.522 2.655
C 4.159 -2.846 -2.203
O 3.021 -2.718 -1.328
H 4.953 -2.221 -1.809
H 4.495 -3.883 -2.232
H 3.901 -2.514 -3.210
H 2.317 -3.274 -1.675
C 4.176 -3.472 2.316
O 2.899 -2.953 1.940
H 4.333 -3.204 3.358
H 4.221 -4.558 2.227
H 4.964 -3.020 1.709
H 2.772 -3.176 1.011
C 1.819 1.792 2.792
O 1.222 1.505 1.513
H 2.820 1.372 2.785
H 1.878 2.868 2.954
H 1.243 1.331 3.596
H 0.335 1.880 1.529
C -2.973 -5.348 -7.357
O -3.164 -5.305 -5.945
H -2.738 -6.376 -7.624
H -3.879 -5.051 -7.889
H -2.146 -4.700 -7.666
H -3.373 -4.395 -5.711
C -4.014 6.267 0.441
O -4.300 5.046 1.120
H -4.533 7.067 0.963
H -2.939 6.473 0.451
H -4.366 6.241 -0.592
H -3.838 4.335 0.666
C -3.614 7.840 4.484
O -2.856 8.015 3.291
H -3.248 8.566 5.205
H -4.678 8.018 4.312
H -3.471 6.832 4.885
H -3.161 7.373 2.645
C 0.680 -5.117 -7.096
O -0.229 -5.021 -5.998
H 1.582 -4.575 -6.823
H 0.940 -6.157 -7.302
H 0.258 -4.667 -7.997
H -1.031 -5.499 -6.233
C 0.291 -6.640 4.241
O 0.893 -5.398 3.888
H 1.086 -7.327 4.519
H -0.385 -6.524 5.092
H -0.263 -7.065 3.399
H 0.192 -4.784 3.638
C -0.835 8.030 6.959
O -0.011 7.345 6.015
H -0.341 8.002 7.926
H -0.974 9.072 6.661
H -1.806 7.536 7.038
H -0.462 7.379 5.164
C -3.456 7.673 -3.909
O -3.029 7.463 -2.565
H -3.668 8.732 -4.020
H -2.674 7.394 -4.620
H -4.364 7.106 -4.129
H -2.837 6.527 -2.465
C 2.929 9.182 5.686
O 2.783 7.965 4.970
H 3.930 9.560 5.492
H 2.201 9.928 5.354
H 2.815 9.023 6.763
H 1.894 7.637 5.148
C 5.832 -6.494 -0.977
O 6.532 -5.942 -2.087
H 5.729 -5.717 -0.223
H 4.835 -6.829 -1.283
H 6.375 -7.336 -0.543
H 6.616 -6.637 -2.745
C 2.940 -0.810 4.918
O 3.542 -0.310 3.728
H 2.884 0.011 5.627
H 1.928 -1.180 4.726
H 3.536 -1.613 5.358
H 3.592 -1.035 3.099
*
```

Calculated values
- E_HOMO: -0.3984 hartree
- DFT total energy: -2676.4716 Ha

---

Record 3
The following is a quantum chemistry calculation of a 2-piece molecular cluster, C7H13NO overall at a distorted geometry, from OMol25.

The geometry in ORCA input format:
```
! RIJCOSX wB97M-V def2-TZVPD def2/J DEFGRID3
* xyz 0 1
C 4.336 0.085 1.012
C 3.061 0.153 1.362
C 0.866 -0.667 1.438
C 0.313 -0.037 0.226
C -2.102 0.264 -2.192
C -3.161 0.850 -1.258
C -4.174 -0.196 -0.802
H 4.744 -0.836 0.642
H 4.965 0.965 1.102
H 2.580 1.060 1.726
H 0.650 -0.002 2.287
H 0.360 -1.628 1.577
H -2.564 -0.158 -3.086
H -1.396 1.022 -2.514
H -1.569 -0.538 -1.704
H -2.689 1.302 -0.381
H -3.683 1.667 -1.772
H -4.929 0.236 -0.138
H -3.698 -0.982 -0.271
H -4.696 -0.639 -1.660
N -0.117 0.477 -0.730
O 2.239 -0.940 1.323
*
```

Calculated values
- E_HOMO: -0.3516 hartree
- DFT total energy: -404.4314 Ha
- SMILES: C=COCC#N.CCC
- ΔE to the lowest compared entry with this formula, charge and spin: 60.25 kcal/mol